Computed, not measured: a structure of composition C16H48FeNO19 in a non-equilibrium geometry, with ωB97M-V/def2-TZVPD.

## Properties
Strongest force on any atom   5.405 eV/A
Multiplicity   6
⟨S²⟩   8.760
Charge   +2
E_HOMO (alpha / beta)   -13.72 / -13.70 eV
Kohn-Sham gap (alpha / beta)   7.7 / 3.2 eV

CARTESIAN COORDINATES (ANGSTROEM)
Fe  -1.03  2.02  1.08
N  0.49  -0.33  0.66
O  0.68  0.49  1.59
O  1.18  -1.31  0.39
O  -0.48  -0.06  -0.02
C  1.18  -3.21  -2.38
C  0.43  -2.39  -3.51
O  0.66  -2.92  -4.79
O  2.43  -2.72  -2.05
H  1.35  -4.24  -2.68
H  0.64  -3.50  -1.47
H  0.77  -1.36  -3.52
H  -0.65  -2.37  -3.37
H  1.58  -2.64  -4.87
H  2.36  -2.46  -1.13
C  -4.03  1.61  0.83
C  -3.82  2.91  1.69
O  -2.54  3.59  1.49
O  -2.90  0.78  0.85
H  -4.32  1.99  -0.15
H  -4.94  1.22  1.28
H  -3.81  2.68  2.75
H  -4.54  3.71  1.54
H  -2.82  4.50  1.50
H  -3.29  -0.09  0.88
C  -0.84  3.64  -1.50
C  0.03  4.34  -0.37
O  0.48  3.38  0.62
O  -1.69  2.66  -0.93
H  -0.22  3.14  -2.24
H  -1.52  4.23  -2.11
H  -0.67  4.91  0.23
H  0.75  5.04  -0.81
H  1.42  3.31  0.46
H  -1.83  2.05  -1.66
C  -0.70  1.61  4.34
C  -1.94  2.05  5.22
O  -1.77  3.22  5.87
O  -0.88  2.36  3.21
H  -0.65  0.59  3.96
H  0.22  1.83  4.89
H  -2.13  1.21  5.89
H  -2.81  2.23  4.58
H  -2.29  3.32  6.67
H  -0.71  3.21  3.63
C  -2.45  0.56  -4.30
C  -1.88  0.45  -5.71
O  -1.22  -0.74  -6.12
O  -1.39  0.83  -3.35
H  -2.72  -0.47  -4.09
H  -3.30  1.22  -4.18
H  -1.33  1.36  -5.94
H  -2.72  0.50  -6.39
H  -0.43  -1.03  -5.66
H  -1.18  0.08  -2.79
C  2.85  1.01  -1.35
C  3.36  2.21  -0.55
O  2.90  2.37  0.68
O  1.47  1.40  -1.71
H  2.83  0.11  -0.73
H  3.53  0.75  -2.16
H  3.43  3.18  -1.06
H  4.41  1.94  -0.45
H  3.14  1.61  1.22
H  1.36  0.96  -2.55
C  3.92  -1.91  2.15
C  3.94  -3.03  1.06
O  5.06  -2.81  0.20
O  2.73  -2.05  2.93
H  3.93  -0.97  1.60
H  4.80  -2.06  2.77
H  3.06  -3.04  0.43
H  4.06  -3.89  1.72
H  5.45  -3.67  0.00
H  2.01  -1.76  2.37
C  -0.26  -5.44  1.09
C  -1.16  -4.86  2.21
O  -1.23  -3.51  1.96
O  0.99  -4.57  0.99
H  -0.76  -5.33  0.13
H  -0.08  -6.48  1.39
H  -0.66  -5.01  3.17
H  -2.15  -5.32  2.18
H  -1.88  -3.19  1.33
H  0.72  -3.65  0.99